{"formula": "C38H63N13", "method": "the ωB97M-V functional and the def2-TZVPD basis", "total_energy_ha": -2197.4163, "homo_lumo_gap_ev": 11.3730, "total_charge": 0, "symbols": ["N", "N", "N", "N", "N", "N", "N", "N", "N", "N", "N", "N", "N", "C", "C", "C", "C", "C", "C", "C", "C", "C", "C", "C", "C", "C", "C", "C", "C", "C", "C", "C", "C", "C", "C", "C", "C", "C", "C", "C", "C", "C", "C", "C", "C", "C", "C", "C", "C", "C", "C", "H", "H", "H", "H", "H", "H", "H", "H", "H", "H", "H", "H", "H", "H", "H", "H", "H", "H", "H", "H", "H", "H", "H", "H", "H", "H", "H", "H", "H", "H", "H", "H", "H", "H", "H", "H", "H", "H", "H", "H", "H", "H", "H", "H", "H", "H", "H", "H", "H", "H", "H", "H", "H", "H", "H", "H", "H", "H", "H", "H", "H", "H", "H"], "positions_angstrom": [[5.67, 3.15, 16.97], [1.27, 5.27, 20.32], [8.57, 6.46, 19.20], [8.91, 6.89, 24.53], [3.97, 9.10, 26.38], [5.93, 6.72, 22.01], [4.17, -0.26, 28.16], [8.40, 1.46, 18.94], [10.39, 3.39, 21.52], [6.17, 3.11, 26.07], [7.85, -2.53, 19.78], [8.14, 10.83, 22.77], [3.44, 0.41, 15.52], [1.56, 6.26, 20.80], [6.13, 5.82, 21.30], [10.26, 0.11, 20.13], [4.87, -0.18, 27.25], [5.01, -1.76, 17.69], [7.19, -2.05, 18.96], [4.20, -0.99, 18.74], [4.96, 9.09, 25.77], [4.01, 3.57, 27.47], [2.89, 1.42, 15.64], [2.18, 7.42, 21.47], [10.46, 9.81, 23.37], [6.15, 4.65, 20.38], [5.31, -0.97, 24.91], [1.67, 2.33, 18.30], [5.58, 2.93, 22.19], [9.28, 4.37, 24.90], [9.15, 10.32, 23.00], [2.99, 3.97, 26.40], [2.19, 7.43, 22.97], [6.15, 2.44, 16.16], [9.05, 5.75, 24.64], [6.19, 9.09, 24.98], [6.31, -1.20, 23.84], [2.23, 2.76, 15.86], [9.22, 0.88, 19.51], [6.61, 1.65, 15.07], [5.30, 3.28, 26.78], [7.46, 8.80, 19.66], [8.16, 7.50, 19.36], [5.12, 3.65, 20.88], [2.56, 2.66, 25.63], [11.79, 5.23, 20.24], [6.50, -1.35, 17.85], [2.89, 6.29, 23.70], [5.84, -0.23, 26.09], [1.09, 2.69, 16.86], [10.99, 4.24, 21.00], [0.47, 1.83, 16.53], [2.29, 4.55, 26.92], [6.02, 2.06, 14.24], [6.77, 9.92, 25.41], [1.93, 3.09, 14.88], [8.38, 4.04, 25.47], [1.19, 7.49, 23.45], [7.09, -1.63, 16.97], [10.45, 8.87, 23.94], [2.49, 5.31, 23.47], [9.95, -0.85, 20.51], [4.10, 4.06, 21.09], [1.62, 2.75, 24.98], [6.07, 0.81, 25.82], [11.18, 5.92, 19.69], [0.46, 3.59, 16.88], [4.91, 2.90, 20.12], [2.67, 8.32, 23.25], [6.32, 2.18, 22.01], [3.44, 4.71, 25.72], [7.21, -1.72, 24.35], [4.98, -2.00, 25.20], [2.02, 1.27, 18.32], [3.21, 7.48, 21.10], [1.65, 8.29, 21.16], [5.83, 5.09, 19.41], [5.83, -1.81, 23.13], [3.12, -1.21, 18.66], [6.60, -0.28, 23.31], [6.00, 3.72, 22.82], [10.18, 4.25, 25.52], [7.33, 9.36, 18.77], [3.94, 6.34, 23.73], [12.40, 4.73, 19.48], [6.73, 8.16, 25.18], [2.59, 6.45, 24.75], [11.05, 0.15, 19.35], [4.50, -1.42, 19.75], [11.03, 10.52, 23.96], [4.90, -2.84, 17.89], [5.96, 9.22, 23.95], [10.63, 0.73, 20.95], [4.43, -0.47, 24.48], [4.27, 4.38, 28.14], [4.30, 0.09, 18.82], [6.50, 8.51, 20.10], [8.10, 9.35, 20.38], [0.89, 2.47, 19.06], [4.80, 2.43, 22.69], [3.12, 3.32, 16.09], [2.42, 1.85, 26.34], [4.70, -1.62, 16.62], [7.18, 4.23, 20.32], [12.41, 5.86, 20.94], [9.38, 3.91, 23.92], [6.28, 0.59, 15.13], [6.68, -0.25, 18.03], [7.68, 1.81, 14.91], [2.51, 3.01, 18.51], [3.43, 2.26, 25.01], [10.88, 9.60, 22.34], [6.77, -0.72, 26.36], [3.81, 2.70, 28.12]], "mulliken_charge": [-0.479, -0.460, -0.477, -0.412, -0.530, -0.306, -0.511, -0.419, -0.391, -0.364, -0.581, -0.479, -0.505, 0.174, -0.111, -0.859, 0.174, -0.342, 0.106, -0.876, 0.181, -0.665, 0.249, -0.177, -0.654, -0.194, -0.329, -0.633, -1.239, -0.149, 0.467, -0.050, -0.736, 0.560, 0.299, -0.269, -1.075, -0.402, 0.433, -0.974, 0.161, -0.295, 0.363, 0.315, -0.920, -0.726, 0.201, -0.990, 0.135, -0.597, 0.414, 0.304, 0.452, 0.353, 0.342, 0.370, -0.083, 0.380, 0.333, 0.167, 0.402, 0.318, 0.017, 0.347, -0.241, 0.198, 0.355, 0.008, 0.286, 0.288, -0.069, 0.296, 0.314, 0.160, -0.075, 0.423, 0.414, 0.394, 0.309, 0.139, 0.226, 0.349, 0.354, 0.405, 0.278, 0.043, 0.360, 0.267, 0.350, 0.311, 0.323, 0.222, 0.261, 0.250, 0.354, 0.042, 0.015, 0.034, 0.396, 0.404, 0.220, 0.472, 0.316, 0.086, 0.263, -0.001, 0.247, -0.184, 0.336, 0.080, -0.053, 0.226, 0.444, 0.348]}